## 1
{
  "formula": "C54H141N11O16",
  "method": "wB97M-V/def2-TZVPD",
  "species": ["C", "C", "C", "O", "C", "N", "H", "H", "H", "H", "H", "H", "H", "H", "H", "H", "H", "C", "C", "C", "O", "C", "N", "H", "H", "H", "H", "H", "H", "H", "H", "H", "H", "H", "C", "C", "C", "O", "C", "N", "H", "H", "H", "H", "H", "H", "H", "H", "H", "H", "H", "C", "C", "C", "O", "C", "N", "H", "H", "H", "H", "H", "H", "H", "H", "H", "H", "H", "C", "C", "C", "O", "C", "N", "H", "H", "H", "H", "H", "H", "H", "H", "H", "H", "H", "C", "C", "C", "O", "C", "N", "H", "H", "H", "H", "H", "H", "H", "H", "H", "H", "H", "C", "O", "C", "C", "N", "C", "C", "O", "C", "H", "H", "H", "H", "H", "H", "H", "H", "H", "H", "H", "H", "H", "H", "H", "C", "O", "C", "C", "N", "C", "C", "O", "C", "H", "H", "H", "H", "H", "H", "H", "H", "H", "H", "H", "H", "H", "H", "H", "C", "O", "C", "C", "N", "C", "C", "O", "C", "H", "H", "H", "H", "H", "H", "H", "H", "H", "H", "H", "H", "H", "H", "H", "C", "O", "C", "C", "N", "C", "C", "O", "C", "H", "H", "H", "H", "H", "H", "H", "H", "H", "H", "H", "H", "H", "H", "H", "C", "O", "C", "C", "N", "C", "C", "O", "C", "H", "H", "H", "H", "H", "H", "H", "H", "H", "H", "H", "H", "H", "H", "H"],
  "coordinates": [[-0.268, 9.210, -1.514], [-0.106, 8.948, -3.024], [-0.366, 7.451, -3.420], [-0.554, 7.358, -4.863], [-0.582, 6.080, -5.418], [-1.084, 9.797, -3.636], [-0.472, 10.227, -1.181], [0.553, 8.938, -0.851], [-1.166, 8.697, -1.168], [0.811, 9.334, -3.470], [-1.305, 7.154, -2.953], [0.404, 6.773, -3.052], [0.260, 5.396, -5.314], [-0.779, 6.218, -6.482], [-1.434, 5.479, -5.099], [-1.213, 9.345, -4.531], [-1.983, 9.669, -3.194], [-3.918, -3.732, -2.191], [-2.560, -3.936, -2.797], [-2.373, -2.994, -3.946], [-3.372, -3.295, -4.969], [-3.207, -2.439, -6.138], [-1.650, -3.601, -1.693], [-4.748, -3.990, -2.849], [-4.189, -2.737, -1.837], [-4.111, -4.355, -1.318], [-2.541, -4.981, -3.109], [-1.371, -3.064, -4.369], [-2.387, -1.958, -3.609], [-2.765, -2.964, -6.986], [-2.627, -1.539, -5.936], [-4.190, -2.077, -6.439], [-0.874, -4.071, -2.136], [-1.885, -4.156, -0.883], [1.932, -6.514, 3.767], [0.885, -5.721, 4.545], [1.434, -4.263, 4.782], [2.571, -4.272, 5.664], [3.162, -2.974, 5.576], [-0.384, -5.761, 3.865], [2.860, -6.576, 4.336], [2.218, -6.015, 2.841], [1.577, -7.503, 3.478], [0.681, -6.237, 5.483], [0.670, -3.611, 5.206], [1.722, -3.850, 3.816], [2.447, -2.186, 5.814], [3.393, -2.738, 4.538], [4.103, -2.918, 6.124], [-0.592, -6.744, 3.967], [-1.055, -5.334, 4.487], [-5.267, -1.698, 5.175], [-6.303, -2.631, 5.782], [-7.561, -2.862, 4.882], [-8.429, -3.890, 5.354], [-9.286, -3.519, 6.475], [-5.603, -3.888, 6.146], [-4.552, -1.301, 5.896], [-5.747, -0.819, 4.746], [-4.620, -2.193, 4.452], [-6.681, -2.368, 6.770], [-7.292, -3.185, 3.877], [-8.102, -1.929, 4.724], [-8.706, -3.339, 7.380], [-9.928, -4.352, 6.761], [-9.930, -2.686, 6.193], [-5.097, -3.776, 7.013], [-6.263, -4.647, 6.229], [-6.715, 11.682, 0.480], [-6.868, 12.203, -0.953], [-6.319, 13.625, -1.075], [-7.240, 14.566, -0.482], [-6.851, 15.965, -0.519], [-6.246, 11.279, -1.910], [-5.662, 11.645, 0.760], [-7.152, 10.700, 0.660], [-7.164, 12.331, 1.231], [-7.924, 12.092, -1.198], [-5.970, 13.889, -2.074], [-5.362, 13.734, -0.564], [-7.610, 16.588, -0.044], [-6.761, 16.333, -1.541], [-5.893, 16.213, -0.061], [-6.886, 10.498, -1.939], [-6.243, 11.544, -2.885], [10.946, -6.802, -2.956], [10.511, -5.383, -2.596], [10.495, -5.062, -1.084], [9.717, -6.044, -0.349], [9.563, -5.723, 1.020], [11.268, -4.453, -3.438], [11.928, -6.922, -2.500], [11.081, -7.128, -3.987], [10.112, -7.409, -2.605], [9.481, -5.336, -2.952], [10.113, -4.067, -0.852], [11.529, -5.007, -0.743], [9.175, -4.714, 1.156], [10.477, -5.900, 1.586], [8.734, -6.344, 1.362], [11.158, -4.754, -4.396], [10.658, -3.651, -3.505], [-1.497, 3.523, 9.759], [-2.183, 4.708, 9.257], [-3.167, 4.437, 8.301], [-3.851, 5.803, 7.944], [-5.087, 5.661, 7.206], [-5.549, 6.956, 6.716], [-6.296, 7.823, 7.825], [-5.371, 8.323, 8.741], [-6.007, 8.800, 9.945], [-2.229, 2.908, 10.283], [-0.698, 3.666, 10.488], [-1.101, 2.912, 8.948], [-3.846, 3.686, 8.704], [-2.715, 4.028, 7.397], [-3.187, 6.424, 7.343], [-4.026, 6.374, 8.855], [-5.637, 5.476, 8.034], [-6.316, 6.774, 5.962], [-4.877, 7.638, 6.194], [-7.084, 7.209, 8.260], [-6.824, 8.642, 7.335], [-6.633, 9.673, 9.759], [-5.202, 9.133, 10.600], [-6.527, 8.011, 10.488], [-8.496, 2.188, -3.675], [-8.079, 3.495, -4.163], [-7.525, 4.447, -3.154], [-8.522, 4.890, -2.083], [-9.608, 5.697, -2.624], [-10.544, 6.085, -1.570], [-11.588, 7.113, -2.058], [-12.617, 7.242, -1.135], [-13.603, 6.202, -1.013], [-8.705, 1.541, -4.527], [-9.454, 2.316, -3.171], [-7.854, 1.763, -2.904], [-7.137, 5.240, -3.793], [-6.686, 3.930, -2.688], [-7.991, 5.487, -1.340], [-8.890, 4.042, -1.505], [-10.105, 5.211, -3.357], [-10.031, 6.538, -0.722], [-11.010, 5.182, -1.175], [-12.003, 6.768, -3.005], [-11.163, 8.102, -2.226], [-13.208, 5.351, -0.458], [-13.979, 5.857, -1.976], [-14.411, 6.568, -0.381], [-1.640, 2.811, 0.922], [-0.728, 2.411, -0.049], [0.103, 1.347, 0.292], [1.248, 1.142, -0.698], [1.823, -0.149, -0.424], [2.873, -0.493, -1.410], [3.527, -1.841, -1.036], [2.617, -2.910, -1.379], [3.368, -4.090, -1.768], [-2.382, 2.054, 1.175], [-2.209, 3.682, 0.595], [-1.135, 3.088, 1.847], [-0.636, 0.558, 0.151], [0.455, 1.349, 1.324], [1.933, 1.988, -0.655], [0.821, 1.102, -1.700], [1.228, -0.963, -0.379], [3.692, 0.192, -1.627], [2.414, -0.650, -2.387], [3.786, -1.848, 0.023], [4.411, -1.927, -1.668], [4.029, -3.846, -2.599], [2.763, -4.966, -2.003], [3.993, -4.437, -0.946], [5.808, -12.741, -1.493], [7.203, -12.509, -1.243], [7.437, -12.372, 0.173], [8.956, -12.243, 0.362], [9.582, -13.583, 0.274], [11.054, -13.488, 0.271], [11.810, -14.778, -0.135], [11.897, -14.900, -1.548], [12.607, -16.070, -1.929], [5.210, -11.836, -1.380], [5.376, -13.515, -0.858], [5.743, -13.129, -2.509], [7.089, -13.287, 0.652], [6.862, -11.521, 0.540], [9.230, -11.789, 1.315], [9.353, -11.592, -0.417], [9.160, -14.019, -0.534], [11.312, -13.093, 1.253], [11.340, -12.693, -0.418], [11.335, -15.645, 0.324], [12.770, -14.600, 0.350], [13.680, -15.954, -1.777], [12.569, -16.285, -2.997], [12.394, -17.046, -1.493], [4.393, -3.159, -7.504], [5.401, -2.152, -7.361], [6.728, -2.650, -7.477], [7.739, -1.427, -7.155], [7.682, -0.923, -5.785], [8.377, 0.389, -5.675], [8.356, 1.074, -4.310], [7.141, 1.806, -4.087], [7.133, 2.537, -2.890], [4.187, -3.328, -8.560], [3.488, -2.700, -7.107], [4.612, -4.102, -7.002], [6.810, -2.958, -8.519], [6.937, -3.480, -6.802], [7.532, -0.604, -7.838], [8.734, -1.797, -7.405], [6.721, -0.886, -5.477], [8.235, 1.104, -6.485], [9.423, 0.181, -5.901], [9.192, 1.772, -4.275], [8.494, 0.316, -3.539], [7.861, 3.347, -2.919], [7.392, 1.877, -2.063], [6.133, 2.929, -2.704]],
  "homo_lumo_gap_ev": 8.9,
  "smiles": "COC[C@H](C)N.COC[C@H](C)N.COC[C@H](C)N.COC[C@H](C)N.COC[C@H](C)N.COC[C@H](C)N.COCCNCCOC.COCCNCCOC.COCCNCCOC.COCCNCCOC.COCCNCCOC",
  "homo_ev": -8.60
}

---

## 2
{
  "formula": "C54H141N11O16",
  "method": "wB97M-V/def2-TZVPD",
  "species": ["C", "C", "C", "O", "C", "N", "H", "H", "H", "H", "H", "H", "H", "H", "H", "H", "H", "C", "C", "C", "O", "C", "N", "H", "H", "H", "H", "H", "H", "H", "H", "H", "H", "H", "C", "C", "C", "O", "C", "N", "H", "H", "H", "H", "H", "H", "H", "H", "H", "H", "H", "C", "C", "C", "O", "C", "N", "H", "H", "H", "H", "H", "H", "H", "H", "H", "H", "H", "C", "C", "C", "O", "C", "N", "H", "H", "H", "H", "H", "H", "H", "H", "H", "H", "H", "C", "C", "C", "O", "C", "N", "H", "H", "H", "H", "H", "H", "H", "H", "H", "H", "H", "C", "O", "C", "C", "N", "C", "C", "O", "C", "H", "H", "H", "H", "H", "H", "H", "H", "H", "H", "H", "H", "H", "H", "H", "C", "O", "C", "C", "N", "C", "C", "O", "C", "H", "H", "H", "H", "H", "H", "H", "H", "H", "H", "H", "H", "H", "H", "H", "C", "O", "C", "C", "N", "C", "C", "O", "C", "H", "H", "H", "H", "H", "H", "H", "H", "H", "H", "H", "H", "H", "H", "H", "C", "O", "C", "C", "N", "C", "C", "O", "C", "H", "H", "H", "H", "H", "H", "H", "H", "H", "H", "H", "H", "H", "H", "H", "C", "O", "C", "C", "N", "C", "C", "O", "C", "H", "H", "H", "H", "H", "H", "H", "H", "H", "H", "H", "H", "H", "H", "H"],
  "coordinates": [[1.416, -4.020, -0.446], [2.192, -5.290, 0.006], [2.152, -6.487, -1.001], [0.803, -6.945, -1.108], [0.634, -7.849, -2.250], [3.582, -4.857, 0.101], [1.630, -3.192, 0.230], [0.341, -4.204, -0.451], [1.696, -3.762, -1.467], [1.951, -5.520, 1.043], [2.822, -7.292, -0.700], [2.604, -6.160, -1.937], [-0.405, -8.178, -2.239], [1.288, -8.713, -2.130], [0.769, -7.415, -3.241], [3.677, -4.160, 0.826], [4.058, -5.691, 0.414], [0.610, -1.747, 4.281], [0.702, -0.256, 3.856], [1.859, -0.102, 2.810], [3.104, -0.443, 3.399], [4.258, -0.231, 2.515], [-0.612, 0.307, 3.470], [0.135, -1.837, 5.258], [1.550, -2.284, 4.407], [0.112, -2.323, 3.501], [0.897, 0.347, 4.743], [1.905, 0.927, 2.453], [1.701, -0.746, 1.945], [4.204, 0.809, 2.192], [4.244, -0.927, 1.677], [5.229, -0.409, 2.977], [-1.222, 0.212, 4.270], [-0.436, 1.301, 3.492], [-2.043, 3.476, 3.030], [-0.597, 4.025, 2.887], [0.460, 2.932, 2.619], [0.451, 1.961, 3.660], [1.111, 2.386, 4.878], [-0.591, 4.975, 1.769], [-2.451, 3.270, 2.041], [-2.715, 4.180, 3.519], [-2.051, 2.644, 3.734], [-0.482, 4.583, 3.816], [1.434, 3.394, 2.456], [0.219, 2.350, 1.730], [2.197, 2.331, 4.804], [0.796, 1.632, 5.600], [0.754, 3.336, 5.277], [-0.632, 4.491, 0.884], [0.332, 5.381, 1.828], [-6.730, 1.073, 2.980], [-5.934, -0.203, 3.390], [-4.805, 0.068, 4.422], [-3.658, 0.807, 3.982], [-2.798, 0.207, 2.989], [-6.827, -1.251, 3.823], [-7.138, 1.566, 3.862], [-7.531, 0.729, 2.325], [-6.166, 1.808, 2.405], [-5.453, -0.535, 2.470], [-4.455, -0.854, 4.887], [-5.245, 0.558, 5.290], [-2.424, -0.720, 3.423], [-1.995, 0.887, 2.705], [-3.283, -0.021, 2.040], [-6.409, -2.162, 3.953], [-7.258, -0.942, 4.682], [-1.242, 0.771, 0.853], [0.224, 1.033, 0.575], [1.090, -0.240, 0.323], [0.877, -0.821, -0.971], [1.356, -2.152, -1.072], [0.298, 1.944, -0.561], [-1.346, 0.323, 1.842], [-1.630, 0.114, 0.074], [-1.823, 1.680, 1.002], [0.721, 1.532, 1.407], [0.737, -1.017, 1.000], [2.142, -0.019, 0.506], [0.750, -2.829, -0.470], [2.378, -2.166, -0.692], [1.269, -2.515, -2.096], [-0.120, 2.832, -0.324], [-0.137, 1.592, -1.402], [-3.627, 6.188, -0.177], [-4.963, 5.501, 0.199], [-4.878, 4.154, 1.026], [-3.913, 3.201, 0.524], [-3.870, 2.045, 1.378], [-5.691, 6.535, 0.946], [-3.859, 7.087, -0.747], [-2.837, 5.657, -0.708], [-3.139, 6.451, 0.761], [-5.404, 5.253, -0.766], [-5.856, 3.714, 1.225], [-4.522, 4.420, 2.021], [-4.836, 1.543, 1.438], [-3.581, 2.209, 2.416], [-3.118, 1.316, 1.076], [-5.175, 6.985, 1.689], [-6.505, 6.155, 1.407], [-5.038, -4.203, -2.969], [-5.794, -3.099, -2.394], [-5.308, -1.797, -2.637], [-3.878, -1.495, -2.007], [-3.764, -1.812, -0.595], [-2.431, -1.381, -0.160], [-1.944, -2.221, 1.050], [-1.938, -3.590, 0.722], [-1.343, -4.561, 1.520], [-4.023, -4.192, -2.574], [-5.009, -4.043, -4.047], [-5.390, -5.205, -2.723], [-6.123, -1.181, -2.258], [-5.329, -1.571, -3.703], [-3.712, -0.429, -2.169], [-3.107, -2.001, -2.587], [-3.759, -2.811, -0.447], [-2.377, -0.322, 0.092], [-1.751, -1.427, -1.010], [-2.516, -2.023, 1.956], [-0.935, -1.924, 1.334], [-0.255, -4.577, 1.454], [-1.747, -5.545, 1.284], [-1.631, -4.473, 2.567], [-0.599, -0.657, -2.902], [-1.016, 0.594, -2.282], [-2.367, 0.993, -2.482], [-2.529, 2.345, -1.716], [-1.506, 3.244, -2.156], [-1.647, 4.523, -1.441], [-1.353, 4.426, 0.038], [-0.004, 3.997, 0.272], [1.041, 4.980, 0.001], [0.455, -0.708, -2.628], [-0.758, -0.505, -3.970], [-1.166, -1.555, -2.653], [-2.931, 0.160, -2.061], [-2.634, 1.033, -3.538], [-2.306, 2.055, -0.690], [-3.509, 2.819, -1.777], [-0.622, 2.803, -1.945], [-2.595, 5.002, -1.688], [-0.873, 5.139, -1.898], [-2.017, 3.690, 0.491], [-1.566, 5.376, 0.527], [1.227, 4.986, -1.073], [2.005, 4.798, 0.477], [0.682, 5.980, 0.243], [3.546, 0.762, -5.662], [3.577, -0.334, -4.730], [3.587, 0.011, -3.393], [2.214, 0.458, -2.842], [2.314, 0.788, -1.397], [2.977, 2.050, -1.158], [3.256, 2.386, 0.330], [3.699, 3.678, 0.529], [3.912, 4.022, 1.925], [3.888, 0.349, -6.611], [4.246, 1.554, -5.396], [2.570, 1.211, -5.844], [4.369, 0.722, -3.128], [3.737, -0.892, -2.801], [1.456, -0.324, -2.881], [1.761, 1.255, -3.432], [1.393, 0.846, -0.987], [2.204, 2.743, -1.490], [3.802, 2.188, -1.858], [3.973, 1.627, 0.641], [2.405, 2.010, 0.898], [3.886, 5.097, 2.103], [4.896, 3.677, 2.240], [3.120, 3.627, 2.561], [3.623, -0.980, -0.978], [4.762, -0.849, -0.183], [5.783, -1.760, -0.436], [7.079, -1.332, 0.397], [6.732, -1.707, 1.787], [7.633, -1.119, 2.801], [7.156, -1.530, 4.130], [5.869, -0.986, 4.418], [5.308, -1.446, 5.626], [2.889, -0.222, -0.701], [3.210, -1.968, -0.772], [3.754, -1.059, -2.057], [6.049, -1.847, -1.490], [5.347, -2.711, -0.130], [7.270, -0.274, 0.221], [7.991, -1.845, 0.090], [5.754, -1.606, 2.018], [7.584, -0.031, 2.840], [8.671, -1.442, 2.728], [7.869, -1.228, 4.898], [7.083, -2.612, 4.233], [5.273, -2.530, 5.735], [4.333, -0.983, 5.773], [5.870, -1.045, 6.469], [-4.137, -1.955, -4.797], [-2.710, -2.127, -4.843], [-2.162, -3.017, -3.930], [-0.607, -3.160, -4.092], [0.014, -1.819, -4.100], [1.432, -1.786, -4.567], [1.780, -0.387, -5.188], [1.041, -0.268, -6.383], [1.368, 0.808, -7.225], [-4.406, -1.379, -3.911], [-4.703, -2.886, -4.809], [-4.452, -1.294, -5.604], [-2.625, -4.004, -3.907], [-2.310, -2.622, -2.925], [-0.439, -3.799, -4.958], [-0.229, -3.744, -3.253], [-0.467, -1.240, -4.774], [1.667, -2.576, -5.279], [2.020, -1.946, -3.663], [2.852, -0.322, -5.376], [1.500, 0.403, -4.490], [0.618, 0.843, -8.016], [2.238, 0.799, -7.882], [1.419, 1.746, -6.672]],
  "homo_lumo_gap_ev": 6.8,
  "homo_ev": -6.27
}

---

Decreasing stability: 1, 2